Model A:
# C3H9N2O

A cluster of 2 separate species, C3H9N2O in total (the ωB97M-V functional and the def2-TZVPD basis, OMol25).

Orbital gap   7.359 eV
E_HOMO   -3.16 eV
Total charge   -1

CARTESIAN COORDINATES (ANGSTROEM)
N (-0.50823, -1.59586, 0.52415)
C (0.51636, -1.95607, -0.24685)
N (1.14591, -3.10366, -0.31184)
H (-0.96762, -2.44317, 0.85174)
H (-0.66527, -0.18442, 1.13429)
H (0.84288, -1.18691, -0.97257)
H (2.05424, -2.94759, -0.72885)
C (0.04513, 1.61180, 0.63225)
O (-0.77770, 0.82045, 1.43817)
C (-0.59889, 1.79309, -0.75157)
H (1.03835, 1.13837, 0.56448)
H (0.16937, 2.59811, 1.09814)
H (0.09306, 2.24198, -1.47243)
H (-1.49601, 2.39900, -0.62300)
H (-0.89158, 0.81489, -1.13611)

Formally, the Mulliken partial charges of the atoms, in units of the elementary charge, are as follows: -0.705, 0.138, -0.854, 0.154, 0.431, 0.206, 0.184, -0.379, -0.649, -0.917, 0.282, 0.280, 0.280, 0.286, 0.261

=====

Model B:
# C3H9N2O

The ion C3H9N2O with charge -1 (the ωB97M-V functional and the def2-TZVPD basis, OMol25).

SMILES string   NCCNC[O-]
Orbital gap   6.800 eV
E_HOMO   -2.37 eV
Total charge   -1

CARTESIAN COORDINATES (ANGSTROEM)
C (-0.21673, -0.98931, -0.49301)
N (0.90116, -0.82670, 0.48406)
C (1.67867, 0.47190, 0.37516)
O (1.90655, 0.90997, -0.87442)
C (-1.10923, 0.23852, -0.56107)
N (-1.85932, 0.40898, 0.68410)
H (0.24455, -1.11296, -1.48024)
H (-0.76755, -1.88868, -0.21021)
H (1.59142, -1.51466, 0.20481)
H (1.09745, 1.23080, 0.96718)
H (2.60853, 0.27227, 0.94024)
H (-0.42933, 1.07301, -0.74455)
H (-1.79601, 0.09249, -1.40043)
H (-1.29906, 0.49680, 1.50647)
H (-2.55110, 1.13756, 0.60191)

Formally, the Mulliken partial charges of the atoms, in units of the elementary charge, are as follows: -0.537, -0.574, -0.560, -0.882, -0.502, -0.657, 0.319, 0.419, 0.280, 0.169, 0.387, 0.369, 0.337, 0.259, 0.172

=====

How do the energies compare? Relative to the most stable structure, in kcal/mol: model A 0.0; model B 18.0.

=====

Model A:
# H2S2

An isolated molecule of H2S2 (the ωB97M-V functional and the def2-TZVPD basis, OMol25).

SMILES string   SS
Orbital gap   9.505 eV
E_HOMO   -9.18 eV
Total charge   0

CARTESIAN COORDINATES (ANGSTROEM)
S (0.84842, 0.80838, -0.28775)
S (0.21227, -0.91857, 0.62954)
H (0.01277, 0.83749, -1.33131)
H (-1.07347, -0.72729, 0.98952)

Formally, the Mulliken partial charges of the atoms, in units of the elementary charge, are as follows: -0.152, -0.172, 0.163, 0.160

=====

Model B:
# H2S2

An isolated molecule of H2S2 (the ωB97M-V functional and the def2-TZVPD basis, OMol25).

SMILES string   SS
Orbital gap   9.322 eV
E_HOMO   -8.89 eV
Total charge   0

CARTESIAN COORDINATES (ANGSTROEM)
S (-0.22619, -0.30455, -0.99042)
S (0.65118, 0.09323, 0.78437)
H (-0.48663, 0.93939, -1.41351)
H (0.06165, -0.72808, 1.61956)

Formally, the Mulliken partial charges of the atoms, in units of the elementary charge, are as follows: -0.159, -0.158, 0.163, 0.154

=====

How do the energies compare? Relative to the most stable structure, in kcal/mol: model A 0.0; model B 2.3.

=====

Model A:
# CH3NO2S

An isolated molecule of CH3NO2S (the ωB97M-V functional and the def2-TZVPD basis, OMol25).

Orbital gap   9.260 eV
E_HOMO   -9.36 eV
Total charge   0

CARTESIAN COORDINATES (ANGSTROEM)
C (-2.39033, 0.62543, -0.11461)
N (0.10236, -0.22146, 0.24654)
O (-2.25019, 1.73906, 0.24277)
O (-1.55192, -1.83440, -0.77000)
S (-1.43690, -0.97809, 0.39864)
H (-3.25958, 0.23991, -0.87892)
H (0.27308, 0.24853, -0.62404)
H (0.12864, 0.42844, 0.99348)

Formally, the Mulliken partial charges of the atoms, in units of the elementary charge, are as follows: 0.126, -0.555, -0.372, -0.532, 0.504, 0.263, 0.278, 0.289

=====

Model B:
# CH3NO2S

A cluster of 2 separate species, CH3NO2S in total (the ωB97M-V functional and the def2-TZVPD basis, OMol25).

Orbital gap (spin up / spin down)   7.346 / 7.337 eV
E_HOMO (spin up / spin down)   -9.73 / -9.73 eV
Total charge   0

CARTESIAN COORDINATES (ANGSTROEM)
C (0.19725, -0.10324, 0.09855)
N (2.27974, 0.94501, 0.56066)
O (1.93509, 1.85756, -0.13243)
O (1.43367, -0.00463, 0.86614)
S (4.41828, -0.66886, -0.31682)
H (-0.45537, 0.62203, 0.45306)
H (0.00748, -1.09072, 0.08404)
H (0.27605, 0.29486, -0.99561)

Formally, the Mulliken partial charges of the atoms, in units of the elementary charge, are as follows: -0.610, 0.279, -0.417, -0.089, -0.012, 0.310, 0.282, 0.258

=====

Model C:
# CH3NO2S

A cluster of 2 separate species, CH3NO2S in total (the ωB97M-V functional and the def2-TZVPD basis, OMol25).

Orbital gap   10.112 eV
E_HOMO   -10.39 eV
Total charge   0

CARTESIAN COORDINATES (ANGSTROEM)
C (-1.21304, 0.03808, 0.28880)
N (-0.55272, 0.32611, -0.74577)
O (2.05565, 1.09017, 0.61913)
O (1.74067, -1.27957, 0.12481)
S (1.82236, 0.04983, -0.35315)
H (-0.98859, 0.56652, 1.28100)
H (-1.99815, -0.66907, 0.42866)
H (-0.86618, -0.12208, -1.64349)

Formally, the Mulliken partial charges of the atoms, in units of the elementary charge, are as follows: -0.110, -0.481, -0.428, -0.401, 0.717, 0.223, 0.253, 0.227

=====

Model D:
# CH3NO2S

An isolated molecule of CH3NO2S (the ωB97M-V functional and the def2-TZVPD basis, OMol25).

SMILES string   NSOC=O
Orbital gap   10.097 eV
E_HOMO   -9.72 eV
Total charge   0

CARTESIAN COORDINATES (ANGSTROEM)
C (-2.45536, -0.15161, -0.18157)
N (0.79618, 0.34575, 0.13879)
O (-3.54323, 0.35694, -0.11791)
O (-1.66654, -0.14500, 0.94268)
S (-0.07445, -0.87754, 0.69958)
H (-1.96819, -0.42045, -1.10640)
H (1.36414, 1.15263, 0.62933)
H (0.54269, 0.41622, -0.86260)

Formally, the Mulliken partial charges of the atoms, in units of the elementary charge, are as follows: 0.269, -0.419, -0.446, -0.301, 0.098, 0.260, 0.269, 0.270

=====

How do the energies compare? Relative to the most stable structure, in kcal/mol: model A 16.5; model B 122.5; model C 4.4; model D 0.0.

=====

Model A:
# CH3NO2S

A structure of composition CH3NO2S (the ωB97M-V functional and the def2-TZVPD basis, OMol25).

Orbital gap   9.431 eV
E_HOMO   -10.28 eV
Total charge   0

CARTESIAN COORDINATES (ANGSTROEM)
C (0.53848, -0.94717, 0.27436)
N (0.14040, -0.84711, -0.86210)
O (-1.66332, 1.06458, -0.27940)
O (-2.42682, -1.22198, 0.26531)
S (-1.48306, -0.14344, 0.47434)
H (2.45843, 1.46730, 1.10163)
H (1.98628, 1.17667, 0.80162)
H (0.44961, -0.54885, -1.77575)

Formally, the Mulliken partial charges of the atoms, in units of the elementary charge, are as follows: 0.061, -0.178, -0.456, -0.444, 0.719, 0.171, -0.172, 0.298

=====

Model B:
# CH3NO2S

An isolated molecule of CH3NO2S (the ωB97M-V functional and the def2-TZVPD basis, OMol25).

SMILES string   O=[N+]([O-])CS
Orbital gap   8.806 eV
E_HOMO   -10.15 eV
Total charge   0

CARTESIAN COORDINATES (ANGSTROEM)
C (-0.55867, -0.53362, 0.10370)
N (0.88365, -0.19851, -0.11965)
O (1.59172, -0.50847, -1.04330)
O (1.24870, 0.89828, 0.88541)
S (-1.29612, 0.85527, -0.72044)
H (-0.50265, -1.45569, -0.40094)
H (-0.86534, -0.63302, 1.21659)
H (-0.50129, 1.57576, 0.07864)

Formally, the Mulliken partial charges of the atoms, in units of the elementary charge, are as follows: -0.254, 0.570, -0.398, -0.502, -0.183, 0.324, 0.224, 0.219

=====

Model C:
# CH3NO2S

An isolated molecule of CH3NO2S (the ωB97M-V functional and the def2-TZVPD basis, OMol25).

Orbital gap   10.240 eV
E_HOMO   -9.62 eV
Total charge   0

CARTESIAN COORDINATES (ANGSTROEM)
C (-0.06387, -0.54155, 0.29130)
N (0.38063, -1.67810, 0.54147)
O (-2.30853, -0.86467, -0.98710)
O (-1.91115, 1.28791, 0.31002)
S (-1.93559, -0.38037, 0.33148)
H (0.48980, 0.31918, -0.10223)
H (1.37250, -1.85863, 0.38858)
H (-1.62466, 1.66858, -0.52876)

Formally, the Mulliken partial charges of the atoms, in units of the elementary charge, are as follows: 0.065, -0.497, -0.508, -0.479, 0.515, 0.314, 0.261, 0.330

=====

How do the energies compare? Relative to the most stable structure, in kcal/mol: model A 68.0; model B 83.1; model C 0.0.

=====

Model A:
# CH2N2OS

An isolated molecule of CH2N2OS (the ωB97M-V functional and the def2-TZVPD basis, OMol25).

Orbital gap (spin up / spin down)   8.346 / 6.755 eV
E_HOMO (spin up / spin down)   -9.48 / -8.61 eV
Total charge   0

CARTESIAN COORDINATES (ANGSTROEM)
C (1.03382, 0.11567, 1.07200)
N (0.33880, -0.18246, 0.03836)
N (-0.30877, 0.50471, -0.79954)
O (-1.26903, 0.09985, -1.61490)
S (-2.47347, -1.02743, -1.41514)
H (1.87565, -0.64822, 1.18137)
H (0.80300, 1.13788, 1.53784)

Formally, the Mulliken partial charges of the atoms, in units of the elementary charge, are as follows: -0.307, -0.010, -0.032, -0.157, -0.053, 0.257, 0.303

=====

Model B:
# CH2N2OS

An isolated molecule of CH2N2OS (the ωB97M-V functional and the def2-TZVPD basis, OMol25).

Orbital gap   10.597 eV
E_HOMO   -10.68 eV
Total charge   0

CARTESIAN COORDINATES (ANGSTROEM)
C (-1.41453, -2.05514, 1.22665)
N (-1.34046, -3.16819, 0.94050)
N (-0.29197, -0.16813, -0.12777)
O (-0.73775, -0.02196, 2.47706)
S (-1.52331, -0.28594, 1.31945)
H (-0.85213, -0.17289, -0.96565)
H (-0.02691, 0.71899, 0.26417)

Formally, the Mulliken partial charges of the atoms, in units of the elementary charge, are as follows: 0.342, -0.309, -0.576, -0.476, 0.455, 0.272, 0.291

=====

How do the energies compare? Relative to the most stable structure, in kcal/mol: model A 81.7; model B 0.0.